This record from the OMol25 dataset describes a cluster of 2 separate species, C4H13N2OP in total at a distorted geometry. The level of theory is ωB97M-V/def2-TZVPD.

The geometry in XYZ format:
```
21
Properties=species:S:1:pos:R:3:lowdin_charge:R:1
P -1.186 0.858 2.050 0.951
O -0.546 0.607 -0.292 -0.305
N -2.344 -0.326 1.866 -0.224
N -2.085 2.294 1.977 -0.220
C 0.118 -0.933 -1.824 -0.067
C 1.759 0.434 -0.733 -0.097
C 0.661 -1.379 0.596 -0.083
C 0.474 -0.296 -0.474 -0.861
H 0.571 -0.391 -2.740 0.097
H 1.727 1.002 -1.679 0.068
H 0.860 -0.833 1.532 0.034
H 2.614 -0.363 -0.992 0.116
H 1.486 -2.116 0.252 0.117
H 2.176 1.074 0.113 0.091
H -1.617 3.125 1.723 0.012
H -0.970 -0.762 -1.941 0.080
H -3.376 -0.197 1.558 0.108
H -2.868 2.286 1.268 0.071
H 0.489 -1.968 -1.846 0.070
H -1.911 -1.097 1.400 -0.017
H -0.359 -1.773 0.907 0.060
```

Calculated values
- lowest unoccupied orbital energy (spin up / spin down) (eV) = 0.25 / 0.25
- gap between HOMO and LUMO (spin up / spin down) (eV) = 8.33 / 8.33
- net charge = 0

This record from the OMol25 dataset describes a cluster of 2 separate species, C4H13N2OS in total at a distorted geometry. The level of theory is ωB97M-V/def2-TZVPD.

The geometry in XYZ format:
```
21
Properties=species:S:1:pos:R:3:lowdin_charge:R:1
S -1.329 -1.350 0.333 0.203
O -2.774 1.660 0.966 -0.137
N 1.094 1.017 0.087 -0.105
N 2.168 -0.240 2.109 -0.034
C 0.440 -0.335 -1.970 -0.263
C 2.255 0.200 0.684 -0.297
C 0.895 1.074 -1.398 -0.235
C -1.019 -0.837 -1.400 -0.736
H 2.401 -0.712 0.058 0.092
H 0.337 -0.264 -3.088 0.089
H -1.211 -1.688 -2.105 0.028
H -2.402 0.768 0.835 -0.096
H 0.206 0.649 0.450 -0.006
H 0.001 1.687 -1.524 0.092
H 1.336 -0.143 2.652 0.031
H 2.189 -1.298 1.996 0.072
H -1.996 2.023 1.411 0.013
H 1.023 -1.221 -1.707 0.062
H 1.795 1.431 -1.911 0.089
H -1.592 0.075 -1.701 0.037
H 3.112 0.971 0.708 0.102
```

Calculated values
- lowest unoccupied orbital energy (eV) = 3.93
- gap between HOMO and LUMO (eV) = 7.05
- net charge = -1

This record from the OMol25 dataset describes a cluster of 2 separate species, C4H13N2OS in total at a distorted geometry. The level of theory is ωB97M-V/def2-TZVPD.

The geometry in XYZ format:
```
21
Properties=species:S:1:pos:R:3:lowdin_charge:R:1
S -2.144 -0.656 -0.931 0.256
O -3.039 2.083 0.485 -0.161
N 1.806 -0.771 0.520 -0.052
N 3.619 0.753 -0.073 -0.023
C -0.196 0.313 1.440 -0.106
C 0.305 -0.854 0.559 -0.466
C -0.355 -0.966 -0.830 -0.716
C 2.380 0.096 -0.503 -0.344
H 4.215 0.045 0.356 0.048
H 2.626 -0.442 -1.426 0.107
H -3.432 1.589 1.209 0.005
H 0.127 -0.308 -1.540 0.017
H -0.072 -1.985 -1.131 0.043
H 0.448 0.361 2.307 0.058
H 2.093 -1.715 0.289 0.085
H 3.388 1.370 0.700 0.051
H 0.116 -1.741 1.152 0.114
H -2.709 1.360 -0.094 -0.123
H -0.294 1.199 0.831 0.059
H 1.683 0.901 -0.733 0.109
H -1.222 0.100 1.728 0.038
```

Calculated values
- lowest unoccupied orbital energy (eV) = 3.70
- gap between HOMO and LUMO (eV) = 6.64
- net charge = -1

This record from the OMol25 dataset describes a cluster of 2 separate species, C4H13N2OS in total at a distorted geometry. The level of theory is ωB97M-V/def2-TZVPD.

The geometry in XYZ format:
```
21
Properties=species:S:1:pos:R:3:lowdin_charge:R:1
S 1.706 -1.981 0.717 0.073
O -0.943 -2.486 -1.635 -0.118
N -1.111 3.358 -0.984 -0.024
N -0.227 1.786 0.661 -0.034
C -0.058 0.362 0.951 -0.509
C -1.268 -0.538 0.830 -0.120
C 1.109 -0.282 0.062 -0.650
C -0.624 2.026 -0.842 -0.305
H 0.062 1.756 -1.581 0.080
H -0.412 3.911 -0.451 0.072
H -0.673 -1.574 -1.436 -0.026
H -2.041 3.341 -0.566 0.064
H -1.393 -0.644 -0.285 0.042
H 1.000 -0.404 -1.007 0.014
H -2.185 0.008 1.186 0.079
H 0.603 2.293 0.983 0.093
H 2.059 0.209 0.114 -0.008
H -1.090 -1.558 1.320 0.078
H 0.291 0.389 2.011 0.121
H -0.161 -2.939 -1.281 -0.010
H -1.406 1.379 -1.137 0.089
```

Calculated values
- lowest unoccupied orbital energy (eV) = 3.56
- gap between HOMO and LUMO (eV) = 6.26
- net charge = -1

This record from the OMol25 dataset describes the ion C4H13N2P with charge +2 at a distorted geometry. The level of theory is ωB97M-V/def2-TZVPD.

The geometry in XYZ format:
```
20
Properties=species:S:1:pos:R:3:lowdin_charge:R:1
P 0.937 -0.702 -0.347 1.058
N 2.476 1.035 1.293 0.100
N -1.784 -1.130 -0.652 -0.038
C -0.787 -1.559 0.394 -0.174
C -0.105 0.085 -1.643 -0.408
C 1.052 0.739 1.021 -0.307
C -1.527 0.176 -1.212 -0.251
H 2.946 1.740 0.679 0.190
H -2.725 -1.309 -0.219 0.209
H -2.170 0.537 -2.125 0.191
H 3.252 0.280 1.215 0.209
H 0.442 0.336 1.939 0.134
H -0.480 -2.575 0.194 0.078
H -0.987 -1.274 1.446 0.110
H -1.833 -1.752 -1.578 0.251
H 0.094 -0.737 -2.478 0.136
H 0.171 1.120 -1.910 0.111
H -1.643 1.034 -0.474 0.156
H 0.567 1.520 0.505 0.061
H 2.505 1.458 2.245 0.185
```

Calculated values
- lowest unoccupied orbital energy (eV) = -7.00
- gap between HOMO and LUMO (eV) = 10.78
- net charge = +2
- SMILES = [NH3+]CP1CC[NH2+]C1

This record from the OMol25 dataset describes a cluster of 2 separate species, C4H13N2S in total at a distorted geometry. The level of theory is ωB97M-V/def2-TZVPD.

The geometry in XYZ format:
```
20
Properties=species:S:1:pos:R:3:lowdin_charge:R:1
S -0.629 0.322 -1.908 0.221
N -0.378 -1.921 1.477 -0.164
N 1.429 2.043 -0.560 -0.096
C -1.051 1.712 -0.840 -0.760
C 0.678 -1.885 0.477 -0.203
C 0.122 1.967 0.160 -0.411
C 0.229 -2.465 2.707 -0.186
H 1.194 -2.012 2.995 0.066
H 0.545 -2.757 -0.179 0.067
H 1.726 -1.937 0.941 0.079
H 0.008 2.884 0.803 0.091
H -1.973 1.508 -0.225 0.035
H -0.788 -0.998 1.598 0.082
H 0.158 1.168 0.889 0.051
H 0.658 -0.963 -0.127 -0.020
H -0.475 -2.370 3.511 0.049
H 1.506 2.997 -0.971 0.042
H 1.246 1.398 -1.385 -0.044
H 0.357 -3.549 2.654 0.066
H -1.313 2.642 -1.412 0.034
```

Calculated values
- lowest unoccupied orbital energy (eV) = 3.71
- gap between HOMO and LUMO (eV) = 6.34
- net charge = -1